Entry 1:
ORCA calculation (the ωB97M-V functional and the def2-TZVPD basis) on 10 unconnected molecules or ions with the total composition C48H123N7O20.

The geometry in XYZ format:
```
198
Properties=species:S:1:pos:R:3:forces:R:3
C -2.62202 -2.88105 7.05301 -0.4 -0.7 1.1
C -2.76863 -1.93847 5.88576 -0.6 -1.7 -1.0
O -1.90491 -0.88793 5.99997 1.4 2.0 0.6
O -3.13171 -2.21060 8.20938 0.1 0.2 -0.1
H -1.62668 -3.15998 7.39884 0.6 0.0 -1.1
H -3.16184 -3.82348 6.96065 -0.3 0.2 -0.4
H -3.80191 -1.59215 5.90795 -0.2 0.0 0.0
H -2.59168 -2.41117 4.91966 -0.2 -0.5 0.0
H -1.44113 -0.71285 5.17786 0.0 -0.1 0.1
H -2.45044 -1.53546 8.25012 -0.3 0.7 0.8
C -4.22045 -8.29364 5.32690 1.0 0.3 -2.2
C -2.96559 -8.48135 4.41179 0.3 -0.8 0.4
O -2.23612 -7.33324 4.22792 0.5 3.0 -0.6
O -4.96513 -7.20082 4.80035 -0.1 0.4 0.3
H -3.83602 -8.02018 6.30951 -0.7 -0.4 0.3
H -4.89966 -9.13148 5.16936 0.5 -0.7 1.2
H -3.21390 -8.77343 3.39143 -0.4 -0.4 0.1
H -2.13673 -9.08637 4.77928 -1.0 -1.7 0.5
H -1.82595 -7.05216 5.04911 0.0 0.0 0.1
H -5.48677 -7.57783 4.08806 -0.1 0.3 -0.1
C 0.82139 -2.67194 1.38047 -1.3 1.8 -0.2
C 1.37436 -1.22308 1.42510 0.9 -1.0 -0.5
O 0.51669 -0.33980 2.07460 -0.6 0.3 1.3
O 0.81895 -3.20292 2.67348 0.8 -0.3 0.9
H 1.31952 -3.30453 0.64575 0.1 0.0 0.0
H -0.21300 -2.46247 1.10796 -0.3 -0.6 -0.6
H 1.62795 -0.81642 0.44611 -0.1 -0.4 -0.3
H 2.31886 -1.29755 1.96405 0.1 0.3 0.3
H 0.03884 0.26993 1.50761 0.3 -0.3 -0.4
H 0.02296 -3.69294 2.89233 0.0 0.1 -0.4
C -1.08577 6.79859 -1.80498 1.2 1.9 -0.7
O -1.92528 7.16610 -2.89431 -0.4 -0.3 0.2
C -3.28248 7.19626 -2.55596 -1.9 -0.1 -1.4
C -4.19483 7.66316 -3.78681 2.2 -0.1 2.1
N -3.99318 6.74731 -4.87983 -1.0 0.2 -0.7
C -4.55400 7.30622 -6.10298 -1.3 -0.8 -1.2
C -4.55919 6.31074 -7.30752 1.5 1.5 0.2
O -4.98800 7.08928 -8.43988 0.6 -0.1 0.8
C -4.43461 6.64177 -9.66459 -0.8 -0.1 0.2
H -0.12554 6.75731 -2.31915 0.2 -0.6 0.4
H -1.26377 5.95780 -1.13455 -0.7 -0.5 -0.7
H -0.99120 7.67772 -1.16756 -0.1 0.1 0.4
H -3.55360 7.87712 -1.74908 0.5 0.1 0.4
H -3.54971 6.16822 -2.31135 -0.5 -0.1 0.3
H -3.85526 8.67827 -3.99258 0.3 0.4 -0.4
H -5.21309 7.83391 -3.43740 -0.2 -0.8 -0.2
H -3.00793 6.79452 -5.09699 0.4 -0.5 0.5
H -3.99494 8.20828 -6.35166 0.1 0.1 -0.6
H -5.59918 7.61540 -6.09259 -0.2 0.1 1.0
H -5.05190 5.34269 -7.21686 -0.7 0.3 0.3
H -3.50668 6.03330 -7.36535 0.4 -0.1 -0.7
H -3.36167 6.47101 -9.57657 0.0 -0.4 0.0
H -4.57038 7.37711 -10.45765 -0.2 0.3 0.3
H -5.04591 5.77740 -9.92393 0.7 -0.5 -0.5
C -3.33136 1.99240 -2.55935 0.4 -0.4 -0.3
O -3.91644 1.99795 -1.27293 -1.3 0.4 -0.1
C -5.26593 1.48542 -1.24067 -0.2 0.5 0.1
C -6.40467 2.47133 -1.67695 1.1 -0.2 -0.4
N -6.30186 2.81905 -3.12443 -1.0 0.6 0.5
C -7.63192 3.09849 -3.69630 -0.1 -0.4 -0.4
C -8.44220 4.22411 -3.08383 1.8 -0.1 1.6
O -9.74154 4.23689 -3.55514 0.8 0.1 0.1
C -9.94407 5.31509 -4.42893 -2.1 -0.1 -0.8
H -3.74786 2.61223 -3.35334 -0.6 0.4 0.4
H -3.38363 0.97944 -2.95847 0.3 -0.3 -0.1
H -2.29555 2.31401 -2.45092 0.0 -0.2 0.2
H -5.45805 1.13785 -0.22559 0.1 0.5 0.3
H -5.31013 0.55351 -1.80431 -0.1 0.1 -0.6
H -6.41100 3.40520 -1.11488 0.5 -0.1 0.5
H -7.38124 2.04602 -1.44557 0.0 -0.5 -0.2
H -5.87583 3.73479 -3.12996 0.8 0.1 -0.2
H -8.22477 2.19408 -3.55965 -0.1 -0.1 -0.3
H -7.53937 3.33252 -4.75684 0.2 -0.4 -0.2
H -7.95379 5.19562 -3.15951 0.1 0.3 -0.7
H -8.32991 4.10394 -2.00631 -1.0 -0.3 0.4
H -9.12705 5.80019 -4.96303 0.7 -0.4 0.5
H -10.52429 6.06614 -3.89287 0.0 0.3 -0.2
H -10.57063 4.87263 -5.20338 -0.3 0.5 -0.2
C 2.87345 11.18985 2.24419 0.5 -2.3 -0.1
O 3.77674 10.26180 2.82654 1.7 1.1 1.6
C 4.48491 10.89128 3.96270 -1.0 -2.0 -0.6
C 5.66009 10.01729 4.36014 1.6 1.8 1.6
N 5.55796 8.85479 5.17139 1.0 -0.9 -0.8
C 5.00765 7.76952 4.43498 -1.4 -1.0 0.0
C 5.11645 6.42291 5.09098 0.6 -0.9 1.2
O 4.31443 5.52847 4.40832 -1.8 -0.7 -1.0
C 4.35290 4.17771 4.74334 -0.2 -1.5 1.0
H 3.48214 12.03023 1.91047 -0.9 0.7 0.2
H 2.05533 11.21872 2.96387 -0.2 1.4 -0.2
H 2.52515 10.61022 1.38931 -0.3 0.5 -0.3
H 3.81418 10.95331 4.81965 -0.4 -0.2 0.2
H 4.77663 11.93210 3.82240 0.3 0.0 -0.8
H 6.18697 10.59305 5.12105 0.5 1.2 -0.6
H 6.37572 9.83013 3.55956 -0.3 0.1 -0.3
H 5.24864 9.03825 6.11519 -0.4 -0.4 -0.3
H 5.39197 7.55777 3.43721 0.7 1.0 -0.1
H 3.97768 8.07105 4.24430 -0.6 -1.0 -0.1
H 4.88238 6.48668 6.15364 -0.5 0.0 0.4
H 6.07111 5.89689 5.08721 1.0 1.0 -0.1
H 3.38096 3.69448 4.64374 -0.3 0.5 -0.4
H 4.60893 3.89029 5.76311 0.0 1.0 0.7
H 5.04847 3.50354 4.24356 0.4 0.6 -1.1
C 4.61924 -3.23197 -3.78295 0.0 0.0 0.2
O 5.98491 -3.24523 -3.38911 0.4 1.1 -0.3
C 6.79560 -2.63189 -4.44381 0.0 0.5 0.3
C 8.09066 -1.79402 -4.06611 -1.8 -2.1 0.4
N 9.13485 -2.71216 -3.60185 0.8 2.2 0.0
C 10.39727 -1.89876 -3.49029 -2.1 -1.7 -1.3
C 11.41091 -2.85116 -2.95216 -0.3 1.5 -0.7
O 12.38427 -1.91859 -2.61556 2.4 -1.7 0.9
C 13.42138 -2.63864 -1.91523 -0.2 2.1 0.4
H 4.11615 -2.31921 -3.46378 0.0 0.3 0.1
H 4.07711 -4.06886 -3.34270 0.3 -0.1 0.1
H 4.50326 -3.29623 -4.86486 0.1 -0.2 -0.2
H 6.19113 -1.91524 -4.99983 -0.4 -0.1 -0.1
H 6.98529 -3.50988 -5.06125 0.8 0.4 -0.5
H 7.85190 -1.04958 -3.30657 -0.3 0.1 0.2
H 8.38825 -1.19563 -4.92719 0.1 -0.5 -0.3
H 8.97263 -2.79153 -2.60813 -0.7 -0.8 0.2
H 10.25530 -1.02099 -2.85987 0.2 0.0 0.3
H 10.63960 -1.53222 -4.48780 0.3 -0.1 0.0
H 11.76560 -3.56639 -3.69426 0.0 -0.1 -0.2
H 11.04516 -3.43037 -2.10431 -0.1 0.1 0.4
H 14.22448 -1.90393 -1.85767 0.4 -0.4 0.0
H 13.73691 -3.58119 -2.36265 -0.1 0.1 -0.2
H 13.04147 -2.76253 -0.90112 0.2 -0.6 0.2
C -8.31456 -4.59970 -1.44354 0.6 1.4 0.0
O -7.66069 -4.85961 -0.20886 -1.0 -1.5 -0.4
C -6.59638 -5.83560 -0.16892 -0.2 -0.2 -0.3
C -6.95503 -7.38770 -0.42335 0.7 0.8 1.9
N -8.20392 -7.70503 0.24502 1.4 -0.9 -0.7
C -8.61575 -9.10524 -0.11701 -4.2 2.7 0.9
C -10.22867 -8.96821 -0.16044 0.0 -1.5 -0.7
O -10.85640 -10.26614 -0.32423 1.2 -0.4 0.9
C -12.04241 -10.37701 -1.04142 0.1 0.6 -1.3
H -8.92454 -3.71393 -1.26627 0.0 0.1 0.1
H -9.00734 -5.29146 -1.92273 0.3 -0.9 0.5
H -7.54648 -4.29106 -2.15270 0.0 -0.2 -0.4
H -6.24823 -5.58867 0.83403 0.2 -1.0 0.1
H -5.81010 -5.48931 -0.83971 0.1 -0.2 -0.4
H -6.27293 -8.07251 0.08052 1.1 0.7 0.5
H -6.79426 -7.81906 -1.41137 -0.8 0.9 -1.0
H -8.76006 -6.86310 0.20077 -1.2 -0.7 -0.3
H -8.48526 -9.80790 0.70599 0.8 0.0 -0.3
H -8.22666 -9.38861 -1.09497 0.0 -0.3 0.2
H -10.56283 -8.29588 -0.95063 0.3 0.0 -0.4
H -10.66088 -8.57799 0.76098 0.6 0.3 0.3
H -12.52161 -11.35564 -1.01413 0.3 -0.1 0.9
H -11.79524 -10.31127 -2.10098 -0.2 0.5 -0.4
H -12.76789 -9.60494 -0.78513 -0.2 0.1 0.1
C 1.75582 -6.82926 8.53956 0.3 0.4 -0.5
O 1.93851 -6.75780 7.13093 1.0 0.6 0.4
C 3.33599 -6.56203 6.82538 -0.1 1.1 -0.4
C 3.80811 -5.09586 7.04811 0.8 -0.2 0.7
N 4.42220 -4.35393 5.91708 -0.5 -0.6 0.8
C 5.64959 -4.99238 5.27704 -1.7 1.7 1.3
C 6.75945 -5.06759 6.29017 0.2 -0.5 0.3
O 6.47379 -6.19548 7.11546 -0.5 0.6 -0.7
C 7.50484 -7.00822 7.57439 0.0 0.6 0.0
H 2.31508 -6.08120 9.10145 0.5 0.2 -0.2
H 2.13917 -7.81276 8.81137 -0.6 -0.1 0.7
H 0.73005 -6.54198 8.77057 -0.2 -0.9 0.0
H 3.39092 -6.78186 5.75919 0.3 -0.3 0.1
H 4.02708 -7.14021 7.43872 -0.4 -0.8 -0.2
H 4.54251 -5.01134 7.84911 0.0 -0.6 0.1
H 2.92986 -4.63061 7.49570 -0.1 0.8 -0.7
H 3.59081 -4.15061 5.38084 0.7 0.1 -1.4
H 6.04472 -4.26786 4.56497 -0.6 -0.3 -0.7
H 5.43150 -5.99987 4.92278 0.3 0.1 -0.5
H 6.92130 -4.15453 6.86306 -0.8 0.2 0.5
H 7.70509 -5.06039 5.74813 0.4 -1.2 -0.2
H 6.97605 -7.73674 8.18899 0.6 -0.1 0.2
H 8.19047 -6.36709 8.12843 0.4 -0.4 0.5
H 8.04928 -7.48656 6.76023 0.1 -0.2 -0.1
C 6.64542 3.47722 -1.86599 0.9 0.4 -0.1
O 5.67424 2.88933 -2.68801 -0.8 0.5 0.8
C 4.35794 3.41908 -2.44216 0.1 -0.8 -0.9
C 3.70531 3.62346 -3.74854 0.7 0.9 -2.4
N 3.40087 2.41528 -4.46740 -2.0 -1.3 0.2
C 2.56966 2.59747 -5.64708 0.0 0.0 0.2
C 1.68254 1.38524 -6.05489 0.5 0.3 0.8
O 0.68109 1.99301 -6.76887 -3.0 0.7 -2.0
C -0.64895 1.43031 -6.95994 0.8 0.3 -0.2
H 6.85695 3.00151 -0.90836 -0.4 -0.6 0.1
H 6.40222 4.50870 -1.61102 -0.1 0.2 -0.2
H 7.58056 3.48849 -2.42590 0.1 0.0 0.0
H 4.34625 4.39176 -1.95035 0.3 -0.3 0.5
H 3.70211 2.65799 -2.01940 0.3 0.0 1.1
H 4.32270 4.19139 -4.44452 0.8 0.7 0.3
H 2.86489 4.31207 -3.66127 -0.7 -0.7 0.3
H 4.16341 1.81497 -4.74716 0.5 0.5 0.6
H 3.20262 2.95905 -6.45748 0.0 -0.4 -0.7
H 1.86851 3.42589 -5.54603 -0.1 -0.1 0.6
H 1.22771 0.88360 -5.20073 0.5 -0.1 0.5
H 2.21580 0.66623 -6.67678 0.2 -0.3 0.0
H -1.30743 1.49727 -6.09390 0.4 -0.1 0.5
H -0.66730 0.41776 -7.36309 0.4 -0.2 0.2
H -1.16345 2.02753 -7.71274 0.4 0.3 -0.1
```
Positions in Å, forces in eV/Å.

Computed properties:
**LUMO**: 0.00800 hartree
**M**: 1118.5 g/mol
**Frontier orbital gap**: 0.314 Ha
**Energy relative to the best compared isomer or geometry (same formula, charge and spin)**: 1018.5 kJ/mol
**SMILES**: COCCNCCOC.COCCNCCOC.COCCNCCOC.COCCNCCOC.COCCNCCOC.COCCNCCOC.COCCNCCOC.OCCO.OCCO.OCCO
**E**: -103130.1666 eV
**HOMO level**: -8.32 eV

Atom charges from the Löwdin analysis, given in e for atoms 1 to 4: number 1, C, carries -0.238; number 2, C, carries -0.286; number 3, O, carries -0.042; number 4, O, carries -0.076

Entry 2:
ORCA calculation (the ωB97M-V functional and the def2-TZVPD basis) on 2 unconnected molecules or ions with the total composition C4H14N2O2.

The geometry in XYZ format:
```
22
Properties=species:S:1:pos:R:3:forces:R:3
C 0.55751 1.46699 -0.33573 0.6 0.4 0.7
C -0.85054 2.02870 -0.39704 -1.7 -1.5 -2.2
C -1.92128 0.97526 -0.08367 0.6 -2.5 -0.7
O -1.38383 -0.05849 0.82526 0.3 2.3 2.6
N 0.70671 0.12347 -0.87549 0.1 -1.6 0.5
C 1.99579 -0.53940 -0.58210 1.1 -0.5 -1.9
N 2.44923 -0.63475 0.83283 1.7 1.2 -0.1
H 1.10599 1.74398 0.63301 -1.2 -1.3 -0.3
H 1.12045 2.16098 -0.91530 0.7 0.3 -1.3
H -0.94547 2.84102 0.29346 -0.1 0.9 -0.1
H -1.16563 2.23106 -1.50959 1.0 0.6 2.0
H -2.83003 1.28779 0.35454 -0.9 1.1 0.5
H -2.30194 0.42973 -1.04548 1.2 0.6 1.7
H -1.02957 0.45871 1.68347 -1.3 -1.7 -3.0
H -0.08985 -0.58796 -0.72973 1.8 2.2 0.1
H 2.84487 -0.15827 -1.35661 -1.6 -0.4 2.3
H 1.86787 -1.59408 -0.94577 -0.1 0.8 0.3
H 3.35049 -0.11353 1.17092 -2.9 -1.1 -1.0
H 1.66497 -0.67267 1.48687 0.7 0.3 -0.2
H -0.47703 -2.43837 0.51604 -2.1 -0.5 -0.3
H -2.02375 -2.31366 0.46401 -3.2 3.3 1.4
O -1.35015 -2.85216 0.24849 5.3 -2.9 -1.1
```
Positions in Å, forces in eV/Å.

Computed properties:
**LUMO**: 0.01885 hartree
**M**: 122.2 g/mol
**Frontier orbital gap**: 0.332 Ha
**Energy relative to the best compared isomer or geometry (same formula, charge and spin)**: 293.3 kJ/mol
**SMILES**: NCNCCCO.O
**E**: -11447.6499 eV
**HOMO level**: -8.52 eV

Atom charges from the Löwdin analysis, given in e for atoms 1 to 4: number 1, C, carries -0.289; number 2, C, carries -0.178; number 3, C, carries -0.237; number 4, O, carries -0.187

Which of these has the highest E? C4H14N2O2

Which value of energy relative to the best compared isomer or geometry (same formula, charge and spin) does entry 2 give? 293.3 kJ/mol